[1]
Formula: C34H32BCl5F4GeN3O3Y
Source: the Open Molecules 2025 dataset
Level of theory: the ωB97M-V functional and the def2-TZVPD basis

```
84
Properties=species:S:1:pos:R:3:forces:R:3
C 3.450 -0.096 1.839 -0.01 0.02 -0.01
H -6.049 2.885 1.415 0.00 0.00 0.00
H -1.996 -2.949 0.152 0.00 0.00 0.00
C 0.283 -2.250 1.760 0.00 -0.01 -0.01
H 2.595 -2.068 -0.817 -0.01 -0.01 0.00
C 0.580 -4.206 -2.719 0.00 0.00 0.00
H 0.927 3.004 -4.976 0.00 0.00 0.00
H 0.884 -3.774 -3.678 0.00 0.00 0.00
F -2.102 3.390 -1.622 0.00 0.00 -0.04
C 2.527 3.216 2.366 0.02 -0.05 -0.01
H -1.054 -1.736 -1.657 0.03 -0.05 -0.01
N 2.774 1.071 -1.357 -0.01 0.04 0.01
C -5.087 1.407 0.185 0.00 0.00 0.01
H 1.098 -2.809 1.287 0.00 0.00 0.00
C -3.625 1.614 0.326 0.02 -0.10 -0.02
C 3.711 0.337 0.545 0.02 -0.08 -0.06
H -1.154 -0.802 1.067 0.01 0.02 0.00
C 1.280 2.603 2.169 0.12 -0.19 0.01
C 1.807 2.072 -3.258 -0.01 0.00 0.00
Cl -0.990 1.508 3.047 0.02 0.05 0.07
H -0.838 -4.279 0.144 0.01 0.00 -0.01
C -7.577 0.539 -0.538 0.00 0.00 0.00
H 2.129 -1.871 -2.493 0.02 0.00 0.00
Cl 3.043 3.036 6.333 0.00 0.00 0.00
Ge 0.233 -1.201 -1.015 -0.01 -0.04 -0.14
C 0.476 -5.720 -2.843 0.00 0.00 0.00
C -5.227 0.353 -0.702 0.00 0.00 0.00
C 4.474 -0.136 2.774 0.00 0.00 0.01
H 0.673 -1.917 2.726 -0.01 0.01 0.01
C 0.774 2.319 -4.153 0.01 0.00 0.00
F 0.101 3.793 -1.620 -0.02 -0.09 0.09
C 3.065 3.347 3.639 0.00 -0.01 0.00
C -0.897 -3.185 2.023 0.00 0.00 0.00
O 0.799 2.386 0.976 -0.10 0.02 0.05
H 1.441 -6.161 -3.100 0.00 0.00 0.00
B -1.122 4.433 -1.298 -0.04 -0.04 0.00
H -1.263 1.885 -4.667 0.00 0.00 0.00
C -7.433 1.599 0.354 0.00 0.00 0.00
Cl 0.211 1.756 5.944 0.00 0.00 0.00
C 5.758 0.234 2.405 0.00 0.00 0.01
C 6.020 0.638 1.099 -0.01 0.00 -0.02
C 1.622 1.209 -2.192 0.01 -0.05 -0.01
H -0.553 -4.012 2.649 0.00 0.00 0.00
C 1.580 -3.785 -1.648 -0.01 0.01 -0.01
C -0.090 -1.016 0.914 -0.06 0.03 -0.01
C -6.173 2.057 0.730 0.00 0.00 0.00
O -3.568 -0.942 -1.910 0.01 0.01 0.00
N 2.586 0.410 -0.330 -0.05 0.11 0.07
H -6.571 -0.921 -1.785 0.00 0.00 0.00
C 5.002 0.695 0.166 0.02 0.00 0.02
C 2.365 2.889 4.757 0.00 0.00 -0.01
H 0.150 -6.166 -1.900 0.00 0.00 0.00
Cl 4.617 4.057 3.837 0.00 0.00 0.00
C 0.585 2.185 3.311 -0.01 -0.01 0.01
F -1.356 5.601 -1.908 0.01 -0.01 0.00
O -3.023 2.490 0.975 0.08 -0.14 -0.06
N -2.931 0.710 -0.409 -0.05 -0.11 -0.03
H -1.566 0.271 -2.835 0.00 -0.01 -0.02
H -1.644 -2.644 2.613 0.00 0.01 0.00
H 2.770 2.555 -3.364 0.00 0.00 0.00
C 0.394 0.540 -1.998 0.08 -0.27 -0.11
H -0.405 -3.789 -2.497 0.00 0.00 0.01
C 1.797 -2.274 -1.532 0.01 -0.02 0.08
F -1.152 4.447 0.123 -0.02 -0.06 -0.01
H 6.559 0.205 3.132 0.00 0.00 0.00
H -2.359 -4.434 1.018 0.01 0.00 0.01
H -0.240 -6.011 -3.612 0.00 0.00 0.00
H 0.482 -0.154 1.260 0.04 0.01 -0.01
H 5.185 1.024 -0.847 0.00 0.00 0.00
Y -0.959 1.971 -0.108 -0.02 1.00 0.05
C 1.109 2.313 4.588 0.01 0.00 -0.01
H -8.318 2.076 0.756 0.00 0.00 0.00
H 2.442 -0.378 2.110 -0.03 0.00 -0.01
H -8.572 0.212 -0.811 0.00 0.00 0.00
C -0.625 0.806 -2.925 -0.01 -0.02 0.07
H 1.269 -4.198 -0.682 -0.01 0.00 0.01
C -0.448 1.697 -3.980 0.00 0.03 0.02
H 4.267 -0.453 3.788 0.00 0.00 0.00
H 2.544 -4.255 -1.870 0.00 0.00 0.00
Cl 3.374 3.756 0.972 -0.01 0.03 0.00
C -6.468 -0.102 -1.086 0.00 0.00 0.00
C -1.557 -3.739 0.765 -0.01 0.01 0.00
H 7.026 0.917 0.814 0.00 0.00 0.00
C -3.843 -0.083 -1.110 -0.02 -0.02 0.02
```
Positions in Å, forces in eV/Å.

Summary:
- Orbital gap: 7.508 eV
- Net charge: 0
- Highest occupied orbital energy: -8.47 eV
- Energy relative to the best compared isomer or geometry (same formula, charge and spin): 0.0 kcal per mole
- LUMO energy: -1.0 eV

Computed Mulliken charges, given in elementary charges:
1. C 0.51
2. H 0.53
3. H 0.02
4. C -0.95
5. H 0.33
6. C -0.07
7. H 0.40
8. H 0.44
9. F -0.34
10. C 0.29
11. H -0.57
12. N -0.82
13. C -0.10
14. H 0.43
15. C 0.93
16. C -0.71
17. H 0.76
18. C -1.23
19. C -0.16
20. Cl -0.12
21. H 0.01
22. C -0.45
23. H 0.63
24. Cl -0.20
25. Ge 2.58
26. C -1.45
27. C 0.07
28. C -0.86
29. H 0.44
30. C -0.68
31. F -0.14
32. C 0.40
33. C -1.00
34. O -0.34
35. H 0.34
36. B 0.14
37. H 0.49
38. C -0.59
39. Cl -0.20
40. C -0.55
41. C -0.61
42. C -0.49
43. H 0.48
44. C -0.79
45. C 1.69
46. C -0.34
47. O -0.63
48. N 1.25
49. H 0.50
50. C -0.36
51. C 0.27
52. H 0.29
53. Cl -0.19
54. C 0.96
55. F -0.26
56. O -0.77
57. N 0.51
58. H 0.27
59. H 0.29
60. H 0.51
61. C -1.00
62. H 0.11
63. C -1.20
64. F -0.33
65. H 0.42
66. H 0.50
67. H 0.40
68. H -1.69
69. H 0.42
70. Y 0.59
71. C 0.08
72. H 0.42
73. H 0.22
74. H 0.41
75. C 0.33
76. H 0.20
77. C -0.96
78. H 0.47
79. H 0.56
80. Cl -0.11
81. C -0.49
82. C -0.51
83. H 0.42
84. C -0.05



[2]
Formula: C34H32BrN4O2Pd
Source: the Open Molecules 2025 dataset
Level of theory: the ωB97M-V functional and the def2-TZVPD basis

```
74
Properties=species:S:1:pos:R:3:forces:R:3
H 1.549 -0.359 -6.218 0.02 -0.01 -0.03
H -3.615 -5.494 -0.319 -0.05 0.01 -0.01
H 1.681 -3.455 1.132 -0.01 0.01 -0.01
O -2.039 -0.526 -1.794 -0.10 0.13 -0.41
H 4.526 0.869 1.947 0.06 0.00 0.05
C -3.934 -2.952 -0.750 -0.08 0.13 0.15
C -3.107 2.589 1.011 -0.14 -0.06 0.16
H -1.567 -6.763 0.176 0.00 -0.03 0.04
C 1.054 -2.988 0.371 -0.19 0.24 -0.18
C -0.699 -2.336 6.440 0.01 -0.04 0.01
H -4.149 -1.936 -0.421 0.06 0.00 -0.12
C -0.575 -0.005 3.468 -0.10 0.06 -0.02
C -0.538 -0.024 -6.618 0.11 -0.02 0.05
C 1.564 0.293 2.508 -0.01 0.11 -0.27
C -1.517 -2.902 0.260 -0.16 0.00 -0.15
C -1.969 0.096 -4.692 -0.08 0.05 0.00
H -0.889 -2.264 7.501 -0.01 0.00 0.03
H -4.799 -3.560 -0.475 -0.01 0.07 0.09
C -2.709 -3.575 -0.114 0.00 -0.12 -0.07
C -1.823 2.326 0.530 0.14 0.05 0.06
C -0.419 -3.567 5.864 -0.01 0.00 0.05
N 0.304 0.040 2.291 0.16 -0.18 0.13
H -3.528 3.575 1.100 -0.09 0.02 0.01
C 2.666 0.830 -0.772 -0.17 0.05 -0.01
C -1.795 0.147 -6.068 -0.08 0.01 0.04
C -0.478 -1.268 4.291 0.03 0.03 0.06
N -1.572 -1.527 0.626 -0.06 -0.22 -0.15
C 1.729 -3.035 -1.000 0.05 0.03 0.05
C 2.414 0.536 1.410 -0.40 0.02 -0.13
C -1.015 -0.236 -2.375 0.06 -0.02 0.44
C -0.313 -3.617 0.342 0.16 -0.16 0.27
N 1.756 0.555 0.182 0.05 0.08 0.32
C -0.355 -5.006 0.333 0.08 0.06 -0.05
Br -3.717 0.439 -4.048 0.00 0.02 -0.12
Pd -0.109 -0.145 0.267 1.06 -0.07 0.70
H -0.418 0.016 -7.692 0.01 0.00 -0.03
H 1.128 -2.512 -1.746 -0.01 -0.03 -0.01
H -1.053 3.017 0.229 0.04 -0.04 -0.07
C 3.760 0.813 1.194 -0.08 -0.05 0.15
H 1.857 -4.067 -1.325 0.00 -0.01 -0.01
C -2.658 -1.010 1.124 -0.03 0.04 -0.03
C -0.185 -2.500 3.725 0.03 0.03 0.00
H 2.373 0.906 -1.806 0.01 0.00 -0.02
H -0.328 0.860 4.090 -0.01 -0.05 0.01
C -0.726 -1.193 5.658 -0.04 0.01 -0.05
H -2.948 -2.359 -2.584 0.02 -0.02 -0.04
C -2.701 -4.966 -0.082 0.07 0.16 -0.10
H -2.651 0.330 -6.701 0.00 0.00 -0.01
H 0.073 -4.599 4.052 0.00 -0.02 -0.02
H -4.687 -2.561 -2.736 -0.02 0.00 -0.02
N -1.628 1.011 0.612 0.38 0.09 -0.41
H -1.602 0.160 3.148 0.07 -0.04 -0.05
H 0.571 -5.558 0.439 0.03 0.00 0.00
C -1.547 -5.682 0.173 0.01 -0.08 -0.01
C 3.912 0.995 -0.184 0.09 0.02 -0.06
C -0.156 -3.645 4.506 0.02 -0.02 -0.04
C 0.562 -0.233 -5.795 -0.07 0.01 -0.08
C -2.740 0.385 1.120 -0.06 0.05 0.19
H 1.901 0.350 3.539 0.13 0.03 -0.03
H -0.396 -4.458 6.474 0.00 -0.03 0.02
H -0.940 -0.234 6.116 0.00 0.03 0.01
C -3.674 1.378 1.409 -0.16 0.10 -0.14
H 1.231 -0.443 -3.774 0.01 -0.01 -0.01
H 4.821 1.234 -0.706 0.05 0.00 -0.02
H 0.041 -2.568 2.672 -0.04 -0.01 -0.05
O 0.110 -0.008 -1.702 -0.82 -0.30 -0.24
C -0.878 -0.129 -3.852 0.05 0.05 -0.07
C 0.386 -0.277 -4.428 -0.02 -0.06 0.11
H 2.710 -2.561 -0.957 0.01 0.00 -0.01
H -4.664 1.210 1.798 -0.05 0.04 0.02
H 0.968 -1.929 0.664 0.20 0.00 0.21
H -3.646 -3.987 -2.632 -0.02 -0.03 0.00
H -3.436 -1.655 1.511 -0.02 0.01 -0.02
C -3.789 -2.967 -2.272 -0.10 -0.16 -0.07
```
Positions in Å, forces in eV/Å.

Summary:
- Orbital gap (alpha / beta): 5.471 / 5.469 eV
- Net charge: +1
- Highest occupied orbital energy (alpha / beta): -11.20 / -11.20 eV
- Energy relative to the best compared isomer or geometry (same formula, charge and spin): 0.0 kcal per mole
- LUMO energy (alpha / beta): -5.7 / -5.7 eV

Computed Mulliken charges, given in elementary charges:
1. H 0.42
2. H 0.48
3. H 0.66
4. O -0.14
5. H 0.53
6. C -0.80
7. C -1.05
8. H 0.44
9. C 0.39
10. C -0.60
11. H 0.26
12. C -1.68
13. C -0.55
14. C 0.03
15. C 0.74
16. C 0.13
17. H 0.40
18. H 0.62
19. C 0.04
20. C -0.74
21. C -0.61
22. N 0.94
23. H 0.50
24. C -0.49
25. C -0.60
26. C 0.51
27. N 2.19
28. C -1.64
29. C -0.38
30. C 0.57
31. C -0.21
32. N 0.44
33. C -0.79
34. Br -0.14
35. Pd -0.82
36. H 0.40
37. H 0.28
38. H 0.58
39. C -0.90
40. H 0.44
41. C -0.43
42. C 0.60
43. H 0.52
44. H 0.66
45. C -0.80
46. H 0.10
47. C -0.91
48. H 0.44
49. H 0.46
50. H 0.41
51. N 1.03
52. H 0.24
53. H 0.57
54. C -1.08
55. C -0.79
56. C -0.61
57. C -0.89
58. C -0.67
59. H 0.50
60. H 0.41
61. H 0.43
62. C -0.74
63. H 0.23
64. H 0.49
65. H 0.16
66. O -0.19
67. C 0.48
68. C -0.40
69. H 0.46
70. H 0.57
71. H -0.28
72. H 0.40
73. H 0.87
74. C -1.09



[3]
Formula: C34H32BrN4O2Pd
Source: the Open Molecules 2025 dataset
Level of theory: the ωB97M-V functional and the def2-TZVPD basis

```
74
Properties=species:S:1:pos:R:3:forces:R:3
H 2.403 3.400 -3.132 0.00 -0.01 0.00
Pd -0.132 0.200 0.231 -0.21 -0.46 0.49
H 5.573 0.167 1.479 -0.02 0.00 -0.01
C -5.050 -1.159 -1.617 0.02 0.01 0.01
C -2.780 -1.329 -2.388 0.04 -0.03 -0.03
Br -1.653 -4.662 1.046 0.03 0.03 -0.02
C 5.657 -0.861 1.117 0.01 0.01 0.01
H 0.994 1.141 5.559 -0.01 0.00 -0.01
H -4.089 -0.902 0.734 0.02 -0.02 0.05
H 6.500 -0.886 0.427 0.00 -0.01 0.01
H 3.177 1.599 4.064 -0.02 0.00 -0.02
C 2.917 0.245 -1.008 0.03 -0.03 -0.10
C -4.603 -1.469 -3.956 -0.01 0.00 0.01
H 0.999 1.383 -3.543 -0.01 0.07 -0.01
H 1.789 -3.182 -2.314 0.01 -0.01 -0.01
C 1.105 1.036 4.492 -0.23 -0.10 -0.10
C 0.372 -3.767 -0.841 -0.09 0.01 0.09
H 4.522 -2.395 0.149 0.00 0.00 0.00
H 3.157 0.877 -4.318 0.01 -0.01 0.00
C 1.318 -4.029 -1.833 0.02 0.07 0.02
C 0.064 0.583 3.563 0.05 0.03 0.26
N 0.501 0.548 2.338 0.10 0.29 -0.18
C 4.832 -0.853 -1.951 -0.01 0.02 -0.01
C -1.403 4.598 0.567 -0.09 0.06 0.02
H 5.182 -0.509 -4.036 0.00 0.00 0.00
C -3.241 -1.475 -3.687 0.01 0.01 0.00
H -5.761 -1.044 -0.806 0.01 0.00 0.00
N 2.084 0.536 0.089 0.07 -0.04 0.15
C -0.329 3.626 0.418 0.08 -0.05 -0.03
C 1.348 1.597 -2.532 0.12 -0.07 -0.01
N -0.793 2.407 0.290 0.16 -0.02 -0.21
H 5.901 -1.495 1.969 0.00 0.00 0.00
C 0.135 -2.325 -0.504 0.00 -0.33 0.04
C -5.509 -1.312 -2.918 0.01 0.00 -0.02
H 3.546 -1.355 1.132 -0.02 0.02 0.02
H -2.616 -1.848 0.422 0.00 -0.01 -0.03
C 1.647 -5.323 -2.191 0.02 -0.02 -0.03
C 1.666 3.086 -2.391 -0.02 0.02 0.02
C 1.010 -6.387 -1.570 0.02 -0.02 -0.02
C 0.048 -6.152 -0.603 -0.02 0.02 0.02
H 3.685 1.140 1.273 0.03 -0.01 0.02
H 1.251 -7.406 -1.845 0.00 0.01 0.01
H -3.570 4.251 0.601 0.02 -0.01 0.00
H -4.958 -1.590 -4.971 0.00 0.00 0.00
H 5.680 -1.518 -1.842 0.00 0.01 0.00
H -4.051 1.425 0.322 0.00 0.00 0.00
H 0.526 1.324 -1.872 0.02 0.01 0.04
H 2.390 -5.502 -2.957 -0.01 0.00 0.01
H 0.732 3.835 0.409 -0.01 -0.02 -0.01
H -1.713 -1.347 -2.195 -0.07 0.01 0.00
H -0.470 -6.975 -0.132 0.00 0.00 0.00
H 2.089 3.303 -1.407 0.00 -0.01 0.00
C -2.166 2.520 0.359 0.07 -0.09 0.03
H -1.271 5.661 0.685 -0.03 -0.01 0.00
H -0.946 0.292 3.815 0.00 0.02 -0.01
C 4.039 -0.597 -0.838 -0.04 0.02 -0.04
C 2.559 0.736 -2.280 -0.01 -0.03 0.06
N -2.382 0.198 0.205 0.04 0.00 0.06
C 4.542 -0.304 -3.187 0.01 -0.02 0.02
O -0.223 -1.995 0.669 0.33 0.37 -0.41
C 4.380 -1.349 0.431 -0.01 -0.01 -0.01
O 0.332 -1.467 -1.401 -0.15 0.29 0.03
C -3.687 -1.172 -1.344 -0.08 0.00 0.01
H -6.573 -1.313 -3.117 0.01 0.00 0.00
C -2.558 3.888 0.525 -0.05 0.12 0.01
H 0.771 3.695 -2.526 0.01 0.00 -0.01
C 2.203 1.269 3.738 0.16 0.01 -0.14
C -3.216 -1.004 0.085 -0.01 0.02 -0.02
C 1.831 0.955 2.385 -0.03 -0.07 0.09
C -0.266 -4.851 -0.236 0.01 0.04 -0.04
C -2.965 1.339 0.298 -0.05 -0.05 -0.06
C 2.628 0.901 1.215 -0.21 -0.02 0.00
H -2.530 -1.603 -4.493 -0.01 0.00 0.00
C 3.407 0.475 -3.344 -0.04 -0.01 -0.04
```
Positions in Å, forces in eV/Å.

Summary:
- Multiplicity: 5
- Orbital gap (alpha / beta): 7.942 / 5.264 eV
- <S²>: 6.095
- Net charge: +1
- Highest occupied orbital energy (alpha / beta): -10.92 / -10.92 eV
- LUMO energy (alpha / beta): -3.0 / -5.7 eV

Computed Mulliken charges, given in elementary charges:
1. H 0.41
2. Pd 0.38
3. H 0.31
4. C -0.60
5. C 0.06
6. Br -0.17
7. C -1.32
8. H 0.48
9. H 0.58
10. H 0.36
11. H 0.52
12. C -0.29
13. C -0.38
14. H 0.67
15. H 0.49
16. C -0.65
17. C 0.02
18. H 0.60
19. H 0.50
20. C -0.34
21. C -0.64
22. N 0.38
23. C -0.59
24. C -0.92
25. H 0.42
26. C -1.14
27. H 0.37
28. N 0.54
29. C -0.52
30. C -0.09
31. N 0.55
32. H 0.42
33. C 1.48
34. C -0.64
35. H 0.34
36. H -0.02
37. C -0.84
38. C -1.31
39. C -0.50
40. C -0.63
41. H 0.65
42. H 0.39
43. H 0.52
44. H 0.40
45. H 0.51
46. H 0.42
47. H -0.49
48. H 0.41
49. H 0.60
50. H 0.63
51. H 0.42
52. H 0.21
53. C 0.22
54. H 0.48
55. H 0.56
56. C 1.05
57. C 0.87
58. N 0.70
59. C -1.13
60. O -0.58
61. C -0.98
62. O -0.65
63. C 0.98
64. H 0.40
65. C -1.02
66. H 0.39
67. C -1.13
68. C -1.66
69. C 0.26
70. C 0.32
71. C -0.16
72. C -0.66
73. H 0.45
74. C -0.67